Computed, not measured: a 7-piece molecular cluster, C23H35N6O5 overall in a non-equilibrium geometry, with wB97M-V/def2-TZVPD.

Total energy   -43594.2055 eV
Spin multiplicity   2
HOMO level (alpha / beta)   2.848 / -3.403 eV
Lowest unoccupied orbital energy (alpha / beta)   4.621 / 4.584 eV
Net charge   -2

Each line ends with the Mulliken charge.
CARTESIAN COORDINATES (ANGSTROEM)
O 0.3747 0.7000 -0.2912  -0.318
C -0.6926 0.2628 0.3319  0.829
O -1.4691 -0.6080 -0.2024  -0.918
O -0.9438 0.7196 1.4811  -0.741
H 0.5334 1.3073 0.4350  -0.143
C 1.4341 -1.4867 4.8468  -2.212
C 1.1721 -2.1335 3.5130  -0.874
O 0.2021 -1.6866 2.8411  0.461
N 2.0956 -3.0236 3.0145  0.958
C 1.9084 -3.4537 1.6121  -1.918
H 0.6095 -1.0126 5.3793  0.177
H 2.2875 -0.8446 4.6288  -0.020
H 1.8089 -2.2981 5.4707  1.451
H 3.0220 -3.1269 3.4033  0.588
H 0.9013 -3.3662 1.2044  -0.119
H 2.2213 -4.4654 1.3541  0.659
H 2.5353 -3.0639 0.8100  -0.188
C 1.7024 3.7507 -0.2569  -0.592
C 0.4513 4.3500 0.3766  0.647
O 0.4754 5.4852 0.8935  -0.716
N -0.7000 3.6333 0.1954  0.166
C -1.9926 4.2079 0.4817  -0.988
H 2.0875 3.2944 0.6550  -0.116
H 2.3426 4.5574 -0.6142  0.405
H 1.4720 2.9757 -0.9878  0.154
H -0.6426 2.6539 -0.0443  0.295
H -2.7704 3.4487 0.5636  0.250
H -2.1396 4.9857 -0.2677  0.313
H -1.9512 4.7825 1.4071  0.380
N 0.9454 -3.7305 -1.4329  0.533
C 1.8384 -4.7283 -1.5565  -0.868
C 3.1344 -4.2158 -1.7138  -0.438
C 2.9464 -2.8191 -1.8327  -0.792
C 1.5580 -2.5281 -1.6744  -0.249
H -0.0245 -3.8666 -1.1859  0.170
H 1.4937 -5.7397 -1.3998  0.495
H 4.0781 -4.7393 -1.7554  0.592
H 3.7635 -2.1267 -1.9723  0.475
H 0.9274 -1.6513 -1.6801  -0.046
N 1.8947 1.0357 2.7458  1.439
C 2.9993 0.8852 1.9131  -0.682
C 4.0212 1.5404 2.4746  -0.431
C 3.6088 2.1710 3.6491  -0.049
C 2.2632 1.8995 3.7921  -1.218
H 1.0174 0.5356 2.7236  -0.154
H 2.9253 0.2278 1.0594  0.243
H 5.0543 1.5374 2.1598  0.230
H 4.2429 2.6708 4.3664  0.542
H 1.5779 2.1178 4.5978  0.314
N -3.9898 0.9562 -0.8445  0.276
C -5.1195 1.5445 -0.2432  -0.986
C -5.7965 2.2077 -1.1420  -0.122
C -5.2330 2.0877 -2.4332  -0.823
C -4.0756 1.2625 -2.1274  -0.093
H -3.2956 0.4171 -0.3469  0.228
H -5.0716 1.5098 0.8352  0.440
H -6.7676 2.6749 -1.0703  0.401
H -5.6043 2.4963 -3.3614  0.397
H -3.3621 0.8204 -2.8069  0.337
N -1.7810 -1.6830 -3.0886  0.385
C -1.0295 -0.7545 -3.7562  -0.410
C -1.2280 -0.9339 -5.1357  -0.704
C -2.2107 -1.8977 -5.1438  -0.337
C -2.7260 -2.1398 -3.8973  -0.731
H -1.8406 -1.9004 -2.1040  0.172
H -0.4250 -0.0582 -3.1939  0.368
H -0.9409 -0.4704 -6.0680  0.395
H -2.5998 -2.3600 -6.0389  0.387
H -3.5045 -2.8006 -3.5456  0.446

Computed, not measured: a single C3H3NO2 molecule, with wB97M-V/def2-TZVPD.

Total energy   -8744.0609 eV
Spin multiplicity   1
HOMO level   -10.240 eV
Lowest unoccupied orbital energy   0.392 eV
Structure (SMILES)   O=C1COC=N1
Net charge   0

Each line ends with the Mulliken charge.
CARTESIAN COORDINATES (ANGSTROEM)
O -2.1965 0.0314 -0.3597  -0.515
C -1.0122 0.1826 -0.2298  0.454
C -0.0004 -0.9465 -0.1303  -0.137
O 1.2400 -0.2785 0.1041  -0.326
C 0.9033 1.0146 0.2385  0.138
N -0.3152 1.3772 0.0884  -0.505
H -0.3686 -1.4272 0.7770  0.215
H 0.1097 -1.6803 -0.9297  0.289
H 1.7303 1.6770 0.4813  0.386

Computed, not measured: C19H26CrN4O12P as an isolated structure in a non-equilibrium geometry, with wB97M-V/def2-TZVPD.

Total energy   -88373.7761 eV
Spin multiplicity   2
HOMO level (alpha / beta)   -10.131 / -9.701 eV
Lowest unoccupied orbital energy (alpha / beta)   -1.690 / -1.149 eV
Net charge   0

Each line ends with the Mulliken charge.
CARTESIAN COORDINATES (ANGSTROEM)
Cr 0.2342 1.3863 0.7850  -0.916
C 2.7004 1.3120 3.6397  -1.250
C 2.9530 1.9269 2.3179  0.339
N 2.0602 2.0415 1.3485  0.196
C 2.6884 2.6513 0.2987  -0.096
C 3.9977 2.8994 0.6332  -0.019
N 4.1357 2.4355 1.9168  -0.030
C 5.1503 3.4904 -0.1121  0.430
O 4.8901 3.9590 -1.3064  -0.542
O 6.2394 3.5043 0.4078  -0.612
C 1.8550 2.9114 -0.9130  1.141
O 2.3613 3.4633 -1.8905  -0.871
O 0.6623 2.5230 -0.7679  -0.240
H 1.6290 1.2916 3.8265  0.152
H 3.1954 1.8686 4.4328  0.451
H 3.0770 0.2902 3.6526  0.274
H 5.0113 2.4846 2.4215  0.236
H 3.9344 3.8387 -1.6158  0.479
O -3.9259 0.5865 4.4960  -0.526
C -3.4447 -0.5596 4.0643  0.447
O -4.0153 -1.6093 4.2161  -0.597
C -2.1285 -0.5237 3.3593  0.379
C -1.4193 -1.6408 2.9423  -0.618
N -0.3303 -1.2066 2.2929  -0.174
N -0.2961 0.1214 2.2436  0.375
C -1.3705 0.5664 2.8900  -0.109
C -1.5663 2.0544 2.8329  1.133
O -2.4103 2.5912 3.5408  -0.801
O -0.7819 2.6042 1.9985  -0.063
H -3.4012 1.3989 4.2484  0.430
H -1.6472 -2.6781 3.0827  0.616
H 0.3535 -1.7445 1.7733  0.139
C -0.0550 -3.2136 -2.4100  -1.462
C -0.3554 -3.1723 -0.9169  1.626
C -1.4156 -4.2118 -0.5493  -1.634
C 0.9349 -3.4024 -0.1283  -1.697
O -0.9413 -1.9148 -0.5363  -0.254
P -0.4516 -0.4388 -0.8911  2.058
O 0.9594 -0.2141 -0.3611  -0.789
O -1.3834 0.4798 -0.1304  -0.820
O -0.4694 -0.2581 -2.4508  -0.391
C -1.6093 0.2554 -3.1874  1.531
C -2.9134 -0.2691 -2.5963  -1.396
C -1.5577 1.7781 -3.1394  -1.371
C -1.4289 -0.2678 -4.6134  -1.681
H 0.4241 -4.1560 -2.6599  0.553
H 0.6112 -2.3972 -2.6756  0.382
H -0.9754 -3.1252 -2.9826  0.217
H -1.0502 -5.2133 -0.7537  0.424
H -2.3183 -4.0393 -1.1283  0.364
H -1.6733 -4.1321 0.5032  0.268
H 1.4413 -4.2847 -0.5088  0.534
H 0.7186 -3.5642 0.9263  0.378
H 1.5902 -2.5433 -0.2486  0.299
H -3.0549 0.1291 -1.5951  0.278
H -2.8881 -1.3564 -2.5407  0.245
H -3.7447 0.0372 -3.2260  0.536
H -1.5330 2.1057 -2.1007  0.072
H -2.4352 2.1941 -3.6284  0.473
H -0.6601 2.1387 -3.6377  0.379
H -1.5245 -1.3507 -4.6352  0.338
H -0.4471 0.0010 -4.9927  0.365
H -2.1849 0.1676 -5.2609  0.417

Computed, not measured: C24H35F3IrN8O4S2Se as an isolated structure, with wB97M-V/def2-TZVPD.

Total energy   -143571.8726 eV
Spin multiplicity   1
HOMO level   -10.835 eV
Lowest unoccupied orbital energy   -2.740 eV
Net charge   +1

Each line ends with the Mulliken charge.
CARTESIAN COORDINATES (ANGSTROEM)
Ir 0.3787 0.5859 -0.2557  3.100
C -0.0764 -3.6472 4.0237  -1.058
C -1.0131 -2.4735 4.2652  -0.582
N -0.4659 -1.1904 3.7851  0.181
C 0.2006 -0.3330 4.7751  -0.926
C 1.7096 -0.5283 4.8027  -0.717
C -0.5628 -0.8635 2.4999  0.448
S -0.0083 0.7242 2.0562  -0.738
N -1.1448 -1.7935 1.7211  -0.009
C -1.4198 -1.6726 0.4469  -0.194
O -1.1171 -0.7183 -0.3557  -0.355
C -2.2070 -2.7667 -0.1785  0.584
C -2.8051 -3.7448 0.6136  -0.190
C -3.5312 -4.7657 0.0250  -0.762
C -3.6594 -4.8203 -1.3567  -0.415
C -3.0608 -3.8517 -2.1507  -0.834
C -2.3379 -2.8257 -1.5651  -0.440
H -0.5423 -4.5669 4.3781  0.371
H 0.8679 -3.5221 4.5525  0.332
H 0.1282 -3.7532 2.9593  0.245
H -1.2084 -2.3464 5.3285  0.390
H -1.9632 -2.6415 3.7654  0.372
H -0.2322 -0.5800 5.7426  0.403
H -0.0483 0.7063 4.5701  0.474
H 1.9726 -1.5446 5.0926  0.328
H 2.1529 0.1561 5.5264  0.388
H 2.1429 -0.3203 3.8261  0.032
H -2.6961 -3.6929 1.6874  0.356
H -3.9982 -5.5208 0.6430  0.435
H -4.2262 -5.6201 -1.8147  0.404
H -3.1562 -3.8984 -3.2273  0.437
H -1.8598 -2.0741 -2.1775  0.430
C 2.9207 2.1454 -3.5853  -0.828
N 3.3204 0.7495 -3.4707  0.387
C 4.5718 0.2515 -3.7401  -0.407
C 4.5295 -1.0774 -3.4948  -0.331
N 3.2550 -1.3696 -3.0771  0.344
C 2.7715 -2.6897 -2.6879  -0.831
C 2.5199 -0.2469 -3.0622  -0.579
Se 0.6809 -0.1464 -2.7030  -0.221
H 3.7518 2.7028 -4.0071  0.324
H 2.6777 2.5351 -2.5989  0.229
H 2.0539 2.2236 -4.2377  0.337
H 5.3818 0.8789 -4.0643  0.450
H 5.2954 -1.8275 -3.5695  0.456
H 3.6039 -3.3844 -2.7496  0.308
H 1.9736 -3.0048 -3.3559  0.341
H 2.3964 -2.6499 -1.6680  0.301
F 4.6228 2.2902 1.4091  -0.201
C 3.6699 1.3918 1.6170  0.593
F 2.6703 1.9740 2.2637  -0.183
F 4.1514 0.3937 2.3474  -0.207
S 3.1270 0.7437 -0.0310  0.752
O 2.3073 -0.4675 0.2077  -0.734
O 4.3356 0.5774 -0.7596  -0.505
O 2.1754 1.7864 -0.5177  -0.780
C -1.3863 2.2322 -2.0698  -0.424
N -2.3048 3.3208 -2.2865  0.176
C -1.7149 4.5518 -1.7569  -0.704
N -1.4463 4.4370 -0.3217  0.074
C -0.5233 3.3527 -0.0966  -0.273
N -1.0685 2.0370 -0.6026  -1.080
C -2.4052 1.8133 0.0898  -0.224
N -3.3107 2.9106 -0.1391  0.129
C -3.5540 3.0531 -1.5730  -0.640
C -2.7080 4.1452 0.3652  -0.695
H -0.4487 2.4323 -2.5835  0.211
H -1.8079 1.2962 -2.4376  0.169
H -2.4056 5.3778 -1.9236  0.328
H -0.7815 4.7604 -2.2825  0.309
H -0.3290 3.2399 0.9707  0.314
H 0.4164 3.5408 -0.6157  0.130
H -2.2145 1.7077 1.1534  0.223
H -2.8199 0.8867 -0.3006  0.151
H -4.2465 3.8774 -1.7413  0.337
H -3.9988 2.1336 -1.9566  0.317
H -2.5205 4.0447 1.4352  0.329
H -3.3985 4.9726 0.2041  0.338